Below is the molecule C5H7I, with properties calculated with ωB97M-V with the def2-TZVPD basis set.

Results
E   -492.33036 Ha
ΔE to the lowest compared entry with this formula, charge and spin   0.490 eV
Structure (SMILES)   C=C(C)C(=C)I
Highest occupied orbital energy   -9.04 eV

Each atom is followed by the atoms it is bonded to, with distances in Å.
Element x y z (Å)
1 C 0.6016 -1.0857 -0.4393  C2 1.355, H7 1.030, H8 1.059
2 C -0.1938 -0.2086 0.2192  C1 1.355, C3 1.488, C4 1.506
3 C -1.6213 -0.0657 -0.1769  C2 1.488, H9 1.080, H10 1.111, H11 1.147
4 C 0.4639 0.7585 1.1684  C2 1.506, C5 1.286, I6 2.115
5 C 1.5009 1.4996 0.9961  C4 1.286, H12 1.066, H13 1.142
6 I -0.6599 0.8911 2.9547  C4 2.115
7 H 0.1889 -1.8044 -1.0505  C1 1.030
8 H 1.6547 -1.1805 -0.3781  C1 1.059
9 H -1.8124 -0.2151 -1.2293  C3 1.080
10 H -2.2364 -0.8968 0.2300  C3 1.111
11 H -1.8605 1.0482 -0.0401  C3 1.147
12 H 1.9050 1.8449 1.9200  C5 1.066
13 H 1.9677 1.7133 -0.0236  C5 1.142